Record 1
ORCA calculation (ωB97M-V with the def2-TZVPD basis set) on an isolated molecule of C20H22N2O3.

Results
SMILES: O=C(COc1ccc(OCc2ccccc2)cc1)NN=C1CCCC1
Frontier orbital gap in eV: 8.593
HOMO energy in eV: -7.9
Net charge: 0
Relative energy (zero: lowest compared OMol25 entry of this formula, charge and spin) in eV: 2.994

Last column: natural (NBO) charge in e.
Geometry (Å):
O 4.0716 -3.8201 1.6920  -0.5858
C 3.0605 -3.3140 1.2619  0.6587
C 2.1140 -2.4471 2.0844  -0.1595
O 2.0961 -1.1653 1.4978  -0.4884
C 1.1728 -0.2641 1.9435  0.2838
C 0.3041 -0.4670 3.0103  -0.2883
C -0.5821 0.5268 3.3786  -0.2241
C -0.6240 1.7415 2.7008  0.2506
O -1.5363 2.6501 3.1631  -0.4945
C -1.5700 3.9302 2.5764  -0.1014
C -2.0782 3.9562 1.1541  0.0349
C -1.7338 5.0058 0.3117  -0.2498
C -2.2120 5.0464 -0.9854  -0.2023
C -3.0327 4.0346 -1.4551  -0.2193
C -3.3777 2.9861 -0.6202  -0.1988
C -2.9069 2.9490 0.6803  -0.2405
C 0.2427 1.9441 1.6321  -0.2375
C 1.1270 0.9494 1.2629  -0.2402
N 2.6725 -3.4852 -0.0269  -0.4481
N 1.4990 -3.0001 -0.4946  -0.2409
C 1.2143 -3.0440 -1.7255  0.2597
C -0.0943 -2.5185 -2.2349  -0.4479
C -0.2164 -3.1286 -3.6312  -0.3955
C 1.2316 -3.1949 -4.1183  -0.3918
C 2.0224 -3.6015 -2.8728  -0.4988
H 1.1150 -2.9020 2.0553  0.2025
H 2.4837 -2.4094 3.1169  0.2013
H 0.3119 -1.3895 3.5687  0.2201
H -1.2565 0.3775 4.2071  0.2220
H -0.5808 4.4069 2.6329  0.1808
H -2.2570 4.5002 3.2139  0.2083
H -1.0882 5.7931 0.6756  0.2095
H -1.9394 5.8671 -1.6326  0.2131
H -3.4016 4.0646 -2.4697  0.2127
H -4.0187 2.1950 -0.9807  0.2130
H -3.1769 2.1338 1.3352  0.2248
H 0.2321 2.8658 1.0723  0.2158
H 1.8024 1.0993 0.4357  0.2209
H 3.3146 -3.9890 -0.6388  0.3819
H -0.0365 -1.4287 -2.2935  0.2230
H -0.9178 -2.7704 -1.5699  0.2332
H -0.6312 -4.1356 -3.5616  0.1993
H -0.8510 -2.5403 -4.2913  0.2157
H 1.5524 -2.2067 -4.4519  0.2023
H 1.3639 -3.8940 -4.9426  0.2145
H 2.0716 -4.6913 -2.7837  0.2241
H 3.0439 -3.2162 -2.8822  0.2271

***

Record 2
ORCA calculation (ωB97M-V with the def2-TZVPD basis set) on the ion C4H9N3 with charge +2.

Results
Frontier orbital gap (spin up / spin down) in eV: 5.729 / 5.747
HOMO energy (spin up / spin down) in eV: -18.8 / -18.8
Net charge: +2
Relative energy (zero: lowest compared OMol25 entry of this formula, charge and spin) in eV: 2.835

Last column: natural (NBO) charge in e.
Geometry (Å):
C 2.5473 0.1066 -0.2329  0.2231
C 0.0456 0.6169 0.0424  0.3938
C -0.5567 -0.6949 -0.1227  0.3520
C -1.9069 -1.0518 0.1065  -0.7829
N 2.8755 -0.8868 0.4337  -0.5088
N 1.3670 0.8515 -0.1169  -0.4468
N -0.7315 1.6570 0.2814  -0.6197
H 3.2320 0.6028 -0.9464  0.2252
H 0.1269 -1.4822 -0.4372  0.2825
H -1.9508 -1.9625 0.7412  0.4079
H -2.3327 -1.5485 -0.7945  0.4052
H -2.5832 -0.2881 0.4827  0.2770
H 3.7608 -1.3721 0.3485  0.4309
H 1.5979 1.8496 -0.1627  0.4507
H -1.7417 1.5760 0.3051  0.4495
H -0.3726 2.5941 0.4374  0.4605

***

Record 3
ORCA calculation (ωB97M-V with the def2-TZVPD basis set) on a cluster of 2 separate species, C4H13N2O in total.

Results
Frontier orbital gap in eV: 10.468
HOMO energy in eV: -13.7
Net charge: +1
Relative energy (zero: lowest compared OMol25 entry of this formula, charge and spin) in eV: 3.848

Last column: natural (NBO) charge in e.
Geometry (Å):
C 1.9603 1.1372 0.7876  -0.6484
C 0.7622 0.7581 1.6836  -0.4357
C -0.4609 0.1513 0.9329  0.2385
C -0.4754 -0.1102 -0.4346  -0.1410
N -1.6424 -0.7551 -1.0871  -0.7411
N -1.4759 -0.4273 1.7222  -0.9402
H 1.8957 1.9298 0.0757  0.2265
H 2.5657 1.7021 1.5852  0.2504
H 2.1813 0.1629 0.4042  0.2241
H 1.0821 0.0380 2.5823  0.2517
H 0.1221 1.5780 2.1002  0.2285
H 0.1119 0.5507 -1.1230  0.2374
H -1.4518 -1.7757 -1.1742  0.4469
H -1.5947 -0.2634 -1.9631  0.4762
H -2.2911 -0.8419 -0.2664  0.4777
H -1.4280 -1.3740 2.0920  0.4198
H -2.0494 0.2578 2.3147  0.4212
H 1.3932 -0.7164 -3.1186  0.4823
H 0.2474 -0.8183 -3.9657  0.4747
O 0.5477 -1.1835 -3.1479  -0.9496

***

Record 4
ORCA calculation (ωB97M-V with the def2-TZVPD basis set) on a structure of composition C30H48P2SeSn.

Results
Frontier orbital gap (spin up / spin down) in eV: 4.877 / 4.813
HOMO energy (spin up / spin down) in eV: -12.9 / -12.8
Net charge: +2
Relative energy (zero: lowest compared OMol25 entry of this formula, charge and spin) in eV: 0.000

Last column: Mulliken charge in e.
Geometry (Å):
Sn 0.9294 -0.4765 0.0476  -0.0500
C 3.7304 0.9392 -1.4510  0.2983
C 3.1603 2.1683 -1.0182  0.8943
C 4.1422 1.1652 0.8105  0.4506
C 4.3181 0.3135 -0.3111  0.7548
C 3.4278 2.3154 0.3734  0.7693
C 3.7315 0.3906 -2.8276  -1.4841
H 3.1097 0.9952 -3.5006  0.3786
H 3.3775 -0.6537 -2.8631  0.3367
H 4.7613 0.4017 -3.2246  0.3851
C 4.9552 -1.0183 -0.2770  -1.1180
H 5.1945 -1.3763 -1.2849  0.4567
H 4.3116 -1.7792 0.1931  0.0269
H 5.8862 -0.9838 0.3044  0.3677
C 4.5939 0.8613 2.1863  -1.3783
H 5.6677 0.6210 2.1956  0.4004
H 4.0643 -0.0069 2.6096  0.1761
H 4.4306 1.7183 2.8497  0.4518
C 2.9986 3.4369 1.2388  -1.4574
H 3.8484 4.0817 1.5172  0.3610
H 2.5525 3.0703 2.1781  0.3615
H 2.2621 4.0739 0.7343  0.3819
C 2.4036 3.1156 -1.8586  -1.7638
H 3.0571 3.9076 -2.2510  0.3379
H 1.6026 3.6128 -1.2977  0.4184
H 1.9534 2.6169 -2.7242  0.4084
C -4.2133 -1.4209 -2.2769  -0.2150
C -3.5660 -0.8134 -3.2905  -0.3731
C -4.0687 0.3933 -3.9991  -1.0978
C -4.6696 1.4920 -3.0847  -0.8570
C -4.0464 1.6619 -1.7307  -0.1480
C -4.5555 1.1669 -0.5877  -0.6231
C -5.5644 0.0591 -0.5308  -0.8580
C -5.5242 -1.0021 -1.6817  -1.2225
H -4.8445 0.0718 -4.7178  0.4366
H -5.7543 1.3202 -3.0088  0.2845
H -3.2553 0.8322 -4.5970  0.3119
H -6.2301 -0.6980 -2.4687  0.3686
H -3.8413 -2.3864 -1.9109  0.8041
H -2.7225 -1.2901 -3.7942  0.6345
H -5.9357 -1.9196 -1.2265  0.3959
H -5.4683 -0.4661 0.4367  0.3444
H -4.3245 1.6475 0.3714  0.7906
H -6.5859 0.4855 -0.5376  0.4299
H -4.5199 2.4487 -3.6157  0.3952
H -3.2259 2.3869 -1.6987  0.5001
P -1.0339 -1.0921 -1.3679  0.4961
P -0.7489 0.5953 1.6701  0.8497
C -2.3777 -0.9771 -0.1260  1.5087
C -2.2076 -0.4557 1.3238  -1.2929
H -2.9052 -1.9449 -0.0953  0.8093
H -3.0222 -0.2849 -0.6822  -1.9568
H -3.0948 0.1442 1.5901  0.6278
H -2.1910 -1.3217 2.0053  0.3687
C -0.3661 0.5158 3.4176  -1.0026
H 0.3302 1.3300 3.6621  0.4008
H 0.1115 -0.4394 3.6797  0.1405
H -1.2818 0.6401 4.0153  0.4378
C -1.0833 2.3031 1.1638  -1.0172
H -1.9731 2.6759 1.6910  0.4601
H -1.2524 2.3945 0.0810  0.1103
H -0.2118 2.9217 1.4338  0.3212
C -1.0670 -2.6411 -2.3019  -1.3797
H -0.1012 -2.7527 -2.8216  0.4234
H -1.8690 -2.7052 -3.0454  0.4761
H -1.1756 -3.4939 -1.6179  0.4092
C -0.9504 0.4168 -2.4154  -0.2386
H -0.3537 1.2165 -1.9331  -0.0255
H -1.9538 0.8139 -2.6348  -0.5597
H -0.4424 0.1367 -3.3436  0.5041
Se 0.7882 -2.8770 1.2602  -0.2276
C 1.7898 -2.7789 2.8879  0.1273
C 1.1167 -2.8985 4.1136  -0.4610
C 1.8215 -3.0874 5.2988  -0.6733
C 3.2254 -3.1083 5.2754  -0.4197
C 3.9123 -2.9255 4.0626  -0.5925
C 3.1959 -2.7442 2.8719  -0.2525
H 0.0283 -2.9101 4.0996  0.4847
H 1.2887 -3.2528 6.2341  0.4086
H 3.7864 -3.2844 6.1950  0.3982
H 5.0047 -2.9565 4.0380  0.4276
H 3.7093 -2.6526 1.9157  0.4431